{"formula": "C5H5NOS", "method": "wB97M-V/def2-TZVPD", "total_energy_ha": -721.5857, "homo_ev": -8.04, "charge": 0, "smiles": "C/C=C1/OC=NC1=S", "orbital_gap_ev": 6.9470, "lumo_energy_ev": -1.1, "largest_force_ev_per_a": 4.9, "symbols": ["C", "C", "C", "C", "C", "H", "H", "H", "H", "H", "N", "O", "S"], "coordinates": [[-1.85193, -0.81224, -0.10183], [-0.50012, -1.09250, 0.47847], [0.51388, -0.12013, 0.40432], [2.31917, 1.01596, 0.24301], [0.37323, 0.92948, -0.47736], [-2.70425, -1.66440, 0.24970], [-2.15690, 0.33849, 0.08366], [-1.64090, -0.97232, -1.12603], [-0.25600, -1.94357, 1.14705], [3.38792, 1.49457, 0.42964], [1.45042, 1.74068, -0.45618], [1.92114, -0.12480, 0.73784], [-0.85565, 1.21077, -1.61229]], "forces_ev_per_angstrom": [[-1.9, -1.4, 3.1], [2.5, 1.3, 2.4], [-1.5, -3.6, -0.6], [1.6, 4.3, -1.2], [-2.9, 2.5, -3.1], [2.4, 2.4, -0.7], [0.3, -2.9, -0.5], [-0.7, 0.2, -1.4], [-0.5, 0.3, -0.7], [-2.3, -1.8, -0.1], [3.2, -0.9, 1.3], [-1.5, -1.2, 1.0], [1.4, 1.0, 0.3]], "nbo_charge": [-0.676, -0.049, 0.116, 0.405, -0.005, 0.219, 0.276, 0.259, 0.224, 0.220, -0.481, -0.421, -0.086]}

=====

{"formula": "C2HF3O3S", "method": "wB97M-V/def2-TZVPD", "total_energy_ha": -1000.2285, "homo_ev": -12.06, "charge": 0, "smiles": "O=S1(=O)O[C@@H]1C(F)(F)F", "orbital_gap_ev": 12.1316, "lumo_energy_ev": 0.1, "largest_force_ev_per_a": 3.9, "symbols": ["C", "C", "O", "O", "O", "F", "F", "F", "S", "H"], "coordinates": [[0.21042, 0.50079, -0.34504], [0.78192, 0.27742, 1.03755], [0.45431, -0.70684, -1.25487], [-1.81394, -0.04451, -2.01207], [-1.56694, -1.58927, -0.10010], [-0.33949, 0.32713, 1.73586], [1.19591, -0.89149, 1.23890], [1.68490, 1.22415, 1.46204], [-1.08255, -0.52287, -0.87192], [0.47546, 1.42548, -0.89035]], "forces_ev_per_angstrom": [[1.5, -0.2, -1.9], [-1.4, 2.4, -0.3], [-0.2, 0.5, 0.5], [0.2, 0.1, 1.1], [-0.4, -0.4, 1.2], [-1.2, 1.5, 2.4], [2.6, -2.9, 0.1], [-1.1, -1.1, -0.6], [0.6, 0.5, -3.1], [-0.5, -0.4, 0.6]], "nbo_charge": [-0.283, 0.946, -0.647, -0.869, -0.847, -0.319, -0.266, -0.314, 2.335, 0.263]}

=====

{"formula": "C5H13NS2", "method": "wB97M-V/def2-TZVPD", "total_energy_ha": -1049.4263, "homo_ev": -8.88, "charge": 0, "smiles": "CCCSSCCN", "orbital_gap_ev": 9.6053, "lumo_energy_ev": 0.7, "largest_force_ev_per_a": 1.8, "symbols": ["N", "C", "C", "S", "S", "C", "C", "C", "H", "H", "H", "H", "H", "H", "H", "H", "H", "H", "H", "H", "H"], "coordinates": [[-3.19952, 2.09840, -0.42992], [-1.74749, 1.85820, -0.57495], [-1.17041, 0.99444, 0.50400], [-1.33299, -0.82787, 0.35762], [-0.39749, -1.21714, -1.44201], [1.38856, -1.65201, -1.10428], [2.11619, -0.83150, -0.05788], [1.99353, -1.36295, 1.38103], [-3.77330, 1.40097, -0.89192], [-3.41257, 2.05224, 0.55742], [-1.25965, 2.83281, -0.63739], [-1.56715, 1.46701, -1.57679], [-1.51477, 1.18411, 1.52474], [-0.10304, 1.21544, 0.61299], [1.81923, -1.53827, -2.09601], [1.38406, -2.69945, -0.81819], [3.16819, -0.68562, -0.32240], [1.78067, 0.21125, -0.10710], [2.67153, -0.82720, 2.03913], [2.19158, -2.43611, 1.38681], [0.96483, -1.23675, 1.69510]], "forces_ev_per_angstrom": [[0.3, -0.1, 0.0], [-1.4, 0.4, -0.6], [1.6, -0.4, 0.6], [0.0, 0.3, -0.7], [0.3, 0.0, 0.3], [-0.8, 0.1, 0.3], [0.3, 0.9, 0.2], [-0.2, 0.0, -0.9], [0.3, 0.0, 0.1], [-0.3, 0.1, 0.0], [0.2, 0.0, 0.5], [0.1, -0.4, 0.1], [-0.6, 0.2, -0.2], [0.0, -0.2, -0.2], [0.1, -0.1, -0.1], [0.2, -0.2, -0.1], [0.1, -0.6, -0.1], [-0.3, -0.1, 0.1], [0.0, -0.1, 0.2], [0.2, 0.0, 0.2], [-0.1, 0.0, 0.4]], "nbo_charge": [-0.831, -0.252, -0.547, 0.081, 0.051, -0.501, -0.421, -0.612, 0.361, 0.345, 0.194, 0.213, 0.222, 0.216, 0.227, 0.211, 0.209, 0.201, 0.211, 0.201, 0.218]}